(1)
{"formula": "C6H7NO", "method": "ωB97M-V/def2-TZVPD", "e_homo_ev": -9.08, "total_energy_ha": -362.6237, "species": ["C", "C", "C", "C", "C", "C", "H", "H", "H", "H", "H", "H", "H", "N", "O"], "xyz": [[1.96910, 0.65422, -0.06360], [0.52398, 0.48749, 0.18699], [-0.67668, 1.36676, 0.14569], [-1.95132, 0.80683, -0.13728], [-2.16956, -0.49309, -0.29428], [-1.12991, -1.32427, 0.07115], [1.93226, -1.44601, 0.43076], [2.25507, 1.39368, -1.00788], [2.30142, 1.32484, 0.83616], [-0.74858, 2.56635, 0.51219], [-2.61240, 1.51209, 0.07757], [-3.20751, -0.98956, -0.44334], [-1.19277, -2.54637, 0.87302], [0.19955, -0.86275, 0.15786], [2.56024, -0.59543, -0.22945]], "nbo_charge": [-0.0980, 0.1968, -0.2431, -0.1911, -0.2991, 0.1005, 0.5158, 0.2097, 0.1686, 0.2247, 0.2187, 0.2355, 0.2104, -0.5142, -0.7351]}

---

(2)
{"formula": "C6H7NO2", "method": "ωB97M-V/def2-TZVPD", "e_homo_ev": -7.51, "total_energy_ha": -437.8740, "species": ["C", "C", "O", "C", "C", "C", "O", "C", "N", "H", "H", "H", "H", "H", "H", "H"], "xyz": [[-0.36182, -1.61825, -2.79447], [-0.59920, -0.50586, -1.87861], [0.12288, -0.98196, -0.71106], [0.38311, 0.11657, 0.19086], [0.66654, 1.43284, -0.12910], [0.84926, 2.07463, 1.13441], [0.59958, 1.13692, 2.20661], [0.38156, -0.05256, 1.52552], [-0.12412, -0.93432, 2.49285], [-0.80700, -1.52540, -3.84530], [0.05179, -2.64605, -2.26145], [-1.06790, 0.60988, -1.95615], [0.41472, 1.90368, -1.12592], [0.89078, 3.06205, 1.44654], [-0.64310, -0.28714, 3.32539], [-0.75709, -1.78503, 2.37989]], "nbo_charge": [-0.4766, 0.0629, -0.5025, 0.1101, -0.3285, 0.0652, -0.4297, 0.4182, -0.8586, 0.2099, 0.2472, 0.2337, 0.2427, 0.1994, 0.3961, 0.4105]}

---

(3)
{"formula": "C6H7NO3", "method": "ωB97M-V/def2-TZVPD", "e_homo_ev": -9.86, "total_energy_ha": -513.2183, "species": ["O", "C", "C", "C", "O", "C", "C", "C", "N", "H", "H", "H", "H", "H", "O", "H", "H"], "xyz": [[1.16787, -0.77967, -2.59979], [0.21743, -0.11389, -2.24614], [-0.04514, 0.26802, -0.85234], [-1.27089, 1.01906, -0.34062], [-0.46169, 1.88831, 0.48531], [0.72116, 1.31830, -0.01832], [0.85236, -0.11837, 0.30106], [0.32172, -0.69178, 1.58362], [-0.12241, -1.95223, 1.62031], [-0.52363, 0.25796, -2.98660], [-1.76094, 1.59664, -1.13568], [-2.01287, 0.45888, 0.24407], [1.54324, 1.97191, -0.31019], [1.79941, -0.55424, -0.02929], [0.46839, -0.14798, 2.68892], [-0.77943, -2.23503, 0.90398], [-0.11457, -2.18589, 2.69172]], "nbo_charge": [-0.5212, 0.4263, -0.2374, -0.0520, -0.4952, 0.1765, -0.3396, 0.6508, -0.8325, 0.1184, 0.1924, 0.1859, 0.2182, 0.2784, -0.6014, 0.4014, 0.4311]}

---

(4)
{"formula": "C6H7NO3S", "method": "ωB97M-V/def2-TZVPD", "e_homo_ev": -9.95, "total_energy_ha": -911.4534, "species": ["C", "C", "C", "C", "C", "C", "N", "O", "O", "O", "S", "H", "H", "H", "H", "H", "H", "H"], "xyz": [[1.63069, 0.03679, -1.28320], [0.31738, 0.20512, -1.33130], [-1.10544, -1.24082, 0.10726], [2.11227, -0.25871, 0.10225], [0.90450, 0.12219, 0.97894], [-0.27548, 0.04227, 0.02297], [-1.44584, 1.26515, 0.26851], [-0.61206, -2.31701, 0.28420], [-3.91463, 0.96300, 0.61361], [-2.40105, -1.04373, -0.06586], [-2.88697, 0.64128, -0.32893], [2.29537, 0.07296, -2.12830], [-0.29183, 0.40587, -2.19213], [2.32339, -1.32803, 0.18726], [3.01564, 0.29288, 0.36201], [0.77653, -0.53775, 1.83591], [1.01823, 1.14997, 1.32297], [-1.46070, 1.52857, 1.24383]], "nbo_charge": [-0.1230, -0.2351, 0.7601, -0.4379, -0.4154, 0.0303, -0.8785, -0.5579, -0.8911, -0.6770, 1.6654, 0.2195, 0.2263, 0.2334, 0.2184, 0.2366, 0.2257, 0.4003]}

---

(5)
{"formula": "C6H7NO4Y", "method": "ωB97M-V/def2-TZVPD", "charge": 3, "e_homo_ev": -22.98, "total_energy_ha": -625.6720, "species": ["Y", "C", "O", "C", "O", "C", "O", "C", "O", "C", "H", "H", "C", "H", "H", "N", "H", "H", "H"], "xyz": [[0.05360, -0.00813, 0.27770], [1.13872, -1.12987, 2.07634], [1.81667, -1.77668, 2.75694], [1.33370, -1.87713, -0.47046], [1.94742, -2.82787, -0.69824], [2.34652, 0.60280, 0.43165], [3.49148, 0.75771, 0.49579], [-1.05634, -2.07693, 0.61293], [-1.46815, -3.15629, 0.75980], [-1.00253, 1.41903, -2.12224], [-2.07481, 1.35237, -1.89689], [-0.50135, 2.37788, -1.93804], [-0.31644, 0.34728, -2.62779], [0.75920, 0.40678, -2.87436], [-0.80636, -0.62580, -2.81206], [-1.25016, 1.38778, 1.81740], [-0.75737, 2.22181, 2.17537], [-1.54333, 0.86489, 2.65474], [-2.11046, 1.74038, 1.38142]], "nbo_charge": [1.8296, 0.4066, -0.2080, 0.3968, -0.2087, 0.3995, -0.1848, 0.3992, -0.1877, -0.3904, 0.2558, 0.2551, -0.4344, 0.2543, 0.2550, -1.1903, 0.4548, 0.4475, 0.4500]}

---

(6)
{"formula": "C6H7NOS", "method": "ωB97M-V/def2-TZVPD", "e_homo_ev": -8.30, "total_energy_ha": -760.8194, "species": ["C", "C", "C", "C", "C", "C", "N", "O", "S", "H", "H", "H", "H", "H", "H", "H"], "xyz": [[1.61315, -0.33056, 0.35264], [1.45389, 0.15727, -0.89940], [0.83375, -1.10222, 1.33968], [0.33881, -0.05371, -1.86236], [-0.42640, -0.99823, 1.70780], [-0.75201, 0.61274, -1.46872], [-1.63810, 0.07491, 0.87684], [-1.99075, 2.36854, -0.25956], [-0.97368, 1.40395, 0.14297], [2.59734, -0.05513, 0.90523], [2.24941, 0.59227, -1.53233], [1.37695, -1.88894, 1.73767], [0.48943, -0.29287, -2.90277], [-1.08599, -1.48266, 2.44077], [-1.61933, 0.67559, -2.06993], [-2.46645, 0.31905, 1.49147]], "nbo_charge": [-0.2274, -0.1897, -0.3019, -0.2323, 0.0617, -0.3736, -0.9390, -0.9677, 1.4136, 0.2189, 0.2224, 0.2358, 0.2257, 0.2226, 0.2226, 0.4081]}

---

(7)
{"formula": "C6H7NOS2", "method": "ωB97M-V/def2-TZVPD", "e_homo_ev": -8.47, "total_energy_ha": -1159.0288, "species": ["C", "C", "C", "C", "C", "C", "H", "H", "H", "H", "H", "H", "H", "N", "O", "S", "S"], "xyz": [[3.29653, 0.65069, -0.60594], [-0.09961, -0.35565, 0.72290], [-0.64216, 0.92086, 0.52886], [-1.97899, 1.04287, 0.14069], [-2.68549, -0.15679, -0.17488], [-2.18107, -1.39278, -0.12260], [2.51158, 1.09927, -1.36466], [3.33033, 1.36853, 0.54801], [4.46222, 0.98063, -1.18392], [-0.14171, 1.83763, 0.85699], [-2.65544, 1.87432, -0.05701], [-3.84577, 0.11528, -0.40792], [-2.71945, -2.33254, -0.14888], [-0.80513, -1.43967, 0.18151], [-0.22664, -2.50436, -0.07061], [2.77931, -1.03095, -0.19107], [1.60151, -0.67733, 1.34852]], "nbo_charge": [-0.8448, -0.0606, -0.2060, -0.2598, -0.1962, -0.0701, 0.2238, 0.2382, 0.2552, 0.2402, 0.2334, 0.2256, 0.2461, 0.1335, -0.4676, 0.1577, 0.1515]}

---

Relative energy (zero: lowest compared OMol25 entry of this formula, charge and spin), record by record: 119.1 121.6 59.5 0.0 2.7 100.8 87.0 kcal/mol